1.
Below is a molecular structure, C25H41F5N5O2P2Sn, with properties calculated with ωB97M-V/def2-TZVPD.

Last column: Löwdin charge in e.
Atoms and positions in Å:
N -0.58550 -0.50196 2.80299  -0.099
H 4.02125 -1.72174 3.56011  0.105
C -0.79358 3.15395 0.30822  -0.252
C 2.80006 1.76828 0.96150  -0.510
N -1.60218 0.92730 -4.17730  -0.130
H -1.03989 -2.69683 -2.56657  0.111
F -3.72875 3.75578 3.05364  0.179
H 4.54156 3.00248 0.90342  0.107
H 4.91970 1.35345 1.37352  0.082
C -1.19272 1.07603 -2.78180  -0.289
C -1.92038 -2.15604 1.85547  -0.227
H -0.13586 1.33653 -2.75063  0.076
C -2.73402 -3.39815 1.92065  0.031
H 1.90324 -0.56624 2.99847  0.082
H -2.52835 -4.01687 1.04864  0.101
O -2.05089 -1.94715 -0.41668  -0.286
C 2.51232 -1.02148 2.21451  -0.512
H 1.94379 -3.00093 2.85228  0.104
H -1.63145 -1.17479 5.21343  0.094
H -3.71652 -1.50838 -1.86989  0.110
H 2.98308 1.87422 3.13449  0.091
O -0.05375 0.31008 3.76475  0.014
C 2.36753 2.29343 2.33986  -0.077
H -1.73194 1.91590 -2.33175  0.103
H -3.79860 -3.14839 1.90189  0.122
H -3.01846 -2.60709 -3.92730  0.156
H -1.14772 -0.17244 -5.89511  0.151
C 2.54940 0.17535 -1.97663  -0.098
H 1.31948 2.08369 2.57656  0.050
H 1.53578 0.56355 -2.00869  0.026
H 0.16921 -0.04201 -4.72559  0.143
H 4.29264 -0.06427 3.06346  0.075
H 3.23268 1.02479 -1.96195  0.094
C 1.98344 -2.43329 1.92311  -0.085
H 2.73505 -0.37294 -2.90137  0.103
H 2.25995 2.32175 0.18812  0.095
H -1.39719 -2.83710 4.68275  0.124
H 2.49673 3.37483 2.36120  0.106
C -1.39056 -1.45656 3.06998  -0.228
Sn -0.36069 0.20752 0.59595  1.279
H -3.54572 1.59406 -3.82004  0.153
C 4.23679 -1.23379 -0.75671  -0.062
H -0.48934 0.13874 4.61694  0.121
H -2.53456 -3.96589 2.82561  0.097
C -2.78374 3.56161 2.15780  -0.127
C -0.78257 -1.69481 -2.91041  -0.228
C -2.69179 -1.67772 -4.39217  -0.079
H 0.97541 -2.43508 1.49087  0.049
F -0.78672 5.45051 -0.20006  0.174
F 0.17707 2.93521 -0.61733  0.041
H 2.63889 -2.97342 1.24349  0.088
C -1.85720 -1.88186 4.41776  0.046
P -1.50342 -0.45121 -1.75113  0.953
N -1.29600 -1.47200 -4.25742  -0.130
H -2.98783 -1.66091 -5.44100  0.158
H 2.13018 -1.62917 -0.89333  0.106
P 2.21524 0.04880 0.76268  1.037
C 2.78027 -0.75056 -0.79204  -0.520
H 4.48207 -1.66258 -1.72865  0.105
F -2.79402 1.27398 2.63782  0.097
H -3.28865 0.76814 -5.38067  0.157
C -2.28410 2.29051 1.92591  -0.226
C 4.30278 1.95588 0.71146  -0.061
N -1.65258 -1.54724 0.76151  -0.205
C -2.27277 4.63864 1.43623  -0.107
H 0.30360 -1.60981 -2.92053  0.096
H -2.93736 -2.02871 4.40578  0.120
F -2.73694 5.84464 1.64395  0.202
N -3.47915 -0.53425 -3.71720  -0.051
C -0.90541 -0.17760 -4.83249  -0.119
C -3.00398 0.79740 -4.32908  -0.088
H 4.58456 1.74576 -0.31925  0.071
H 4.93566 -0.41843 -0.57298  0.083
H -4.47387 -0.65655 -3.92405  0.194
H 4.40095 -2.00695 -0.01327  0.069
C -1.27028 2.06377 1.01104  -0.182
C -1.26764 4.43737 0.49402  -0.131
C -3.30379 -0.56887 -2.23029  -0.166
C 3.96675 -1.03892 2.71150  -0.054
H -3.87409 0.25196 -1.79168  0.123
H 4.66536 -1.39490 1.95975  0.075

Forces on atoms 1 to 3 (eV/Å):
0.1 0.1 0.1
0.0 0.0 0.0
0.0 0.1 -0.1

Results
net charge: +3
ΔE to the lowest compared entry with this formula, charge and spin: 0.0 kJ/mol

=====

2.
Below is 2 unconnected molecules or ions with the total composition C25H42BCl3F6N4O7P at a distorted geometry, with properties calculated with ωB97M-V/def2-TZVPD.

Last column: Löwdin charge in e.
Atoms and positions in Å:
C 3.02134 4.16568 1.49764  -0.299
C -6.73524 1.41227 0.82955  -1.541
H 3.49371 -1.49141 2.42815  0.136
C 2.75339 -0.21322 0.14307  -0.179
H -2.91198 -1.84531 1.40252  0.096
C 0.60884 -0.47007 -0.67037  -0.266
F 3.11719 -1.93579 4.84292  0.183
Cl -7.00702 -0.30556 0.53581  0.538
H -2.97138 1.84146 3.08194  0.096
O 3.39583 -3.62575 1.32994  -0.244
N 0.56226 -0.96324 0.60027  0.058
O -2.10456 1.56041 -3.83045  0.154
C -0.25106 3.39435 -2.23437  -0.055
C 2.41950 -1.30616 2.38980  -0.118
F 1.06513 -1.30781 4.98447  0.172
C -3.27285 0.10158 2.26154  -0.278
C -0.39223 0.32263 -2.74117  -0.034
H -3.91956 0.25390 -1.98576  0.032
O 5.10654 -1.34462 0.41252  0.183
N -1.31218 2.43565 -1.83490  -0.139
H 3.27234 -0.29019 -2.69160  0.123
H 0.95382 2.09495 -0.12959  0.104
C -2.57999 3.19516 -1.74500  -0.069
H -2.32618 0.08452 -0.61430  0.109
H -2.53506 3.77491 -0.82170  0.094
H -0.70329 -2.23545 2.38774  0.106
H 2.20527 1.14232 1.83284  0.105
H -0.94677 0.42175 1.08887  0.116
N 1.87970 -0.15779 -1.08519  0.048
O 1.74568 -2.33809 3.12884  0.012
N -0.45741 -0.31310 -1.43062  0.047
B 4.31873 -0.37057 -0.15668  -0.646
O 4.82913 0.57536 -0.98922  0.038
F 1.54307 -3.41079 4.99277  0.201
H 2.55202 -2.41925 -3.54964  0.080
C 2.68386 1.20134 0.86004  -0.067
H -2.68433 3.90265 -2.57077  0.097
H -0.55724 -0.39505 -3.54237  0.133
H 5.70746 0.75689 -2.82033  0.099
H -3.47173 -3.49782 -2.22214  0.089
H 0.59602 0.75196 -2.89728  0.123
C -1.38028 1.47994 -2.88594  -0.453
H 3.94508 -4.29654 0.90556  0.073
C 2.01181 2.30933 0.04514  -0.106
C 2.00107 3.59543 0.81674  -0.191
H 0.89586 -2.18571 -2.79569  0.070
C -2.61273 -1.27193 2.28344  -0.159
H 1.10950 -4.28256 1.71012  0.073
H -1.57518 -1.49725 -0.17466  0.099
H -0.93131 -0.94954 3.54810  0.106
H 2.50753 2.38928 -0.92703  0.128
H -4.77172 -1.24705 -2.31183  0.077
H -2.36580 -3.32323 -0.81254  0.077
H 6.84147 0.58647 -1.48823  0.105
C -3.11926 -2.83442 -1.43231  -0.062
C 1.92344 -1.84724 -2.87928  0.044
C -0.28975 -0.27241 1.61309  -0.089
O 0.89144 -3.78055 0.90955  -0.261
F 3.09926 4.31139 2.79897  0.173
H 2.24371 -0.36175 2.90705  0.127
H -3.82000 -0.46196 -3.57192  0.082
H -0.08753 4.11650 -1.43616  0.089
H -3.98432 -2.60813 -0.80335  0.077
F 0.77279 4.18120 0.94904  0.046
P 2.24145 -3.10811 0.29172  0.960
C 1.97486 -1.29691 0.93100  -0.348
H -3.03023 -1.82721 3.12959  0.124
H 5.93036 -0.84224 -2.09303  0.095
C 5.89334 0.22736 -1.88563  -0.026
H -3.40820 2.49408 -1.72044  0.018
H -6.57240 1.54950 1.89054  0.011
C -2.60974 -1.51059 -2.06502  -0.338
H -4.34576 -0.00399 2.45563  0.106
O -2.60754 0.95486 3.18283  -0.046
C -3.84991 -0.70097 -2.50840  -0.050
H -2.01221 -1.81100 -2.92635  0.125
H 3.70536 1.54198 1.05342  0.129
Cl -8.12316 2.37237 0.35434  0.568
H -0.51598 3.90465 -3.16664  0.106
C -1.09776 -1.22565 2.51026  -0.152
H -3.19054 0.52504 1.25082  0.060
H 5.24923 -2.13713 -0.11552  0.115
Cl -5.27432 1.95512 -0.01791  0.571
F 4.11434 4.62268 0.93224  0.172
H 0.33311 0.35229 2.25162  0.121
C 2.41201 -0.78566 -2.26037  -0.152
H 0.69747 2.88340 -2.40634  0.077
C 1.87209 -2.24470 4.46784  -0.725
C -1.78175 -0.79115 -0.97185  -0.082

Forces on atoms 1 to 3 (eV/Å):
-0.2 -0.1 -0.2
-0.1 -0.1 0.0
0.0 0.0 -0.2

Results
net charge: +1
total energy: -4069.24998 a.u.

=====

3.
Below is a molecular structure, C25H42BN8OPPt at a distorted geometry, with properties calculated with ωB97M-V/def2-TZVPD.

Last column: Löwdin charge in e.
Atoms and positions in Å:
H -0.18956 2.04354 -1.64904  0.036
C -1.53624 -3.04436 1.13918  -0.135
H 0.62316 3.59959 -1.83526  0.075
C -3.10526 -0.44634 -3.03096  -0.032
H 2.39314 -3.37407 2.92160  0.084
N -0.97055 -3.18909 -4.59355  0.052
H 1.02229 -2.91981 1.87903  0.048
H 3.79689 2.43519 0.03860  0.094
H -0.19088 4.06410 3.47368  0.067
B -1.19838 -2.07532 -2.35219  -0.633
H -3.79792 -4.64561 -5.29590  0.097
H -2.55182 1.53716 1.99907  0.076
N -2.06217 -0.79723 -2.25869  0.029
C -0.53998 3.42660 -0.00632  -0.498
H -4.56264 1.18600 -2.83329  0.104
C -1.70838 -3.89634 -5.41762  -0.123
H -2.27740 -5.13002 1.10568  0.105
C -1.77399 1.10233 2.62674  -0.133
H -2.19760 0.90974 3.61013  0.094
H -3.07753 1.70789 -0.60678  0.100
C 1.62612 -0.94144 3.70282  -0.032
C -0.28752 3.11977 -1.48760  -0.120
C 2.08258 -2.77344 2.07211  -0.026
H -2.01440 -4.75370 -1.57926  0.127
C -1.93244 -4.25974 0.58641  -0.021
O 1.85379 -0.54592 1.32512  -0.301
C -0.14379 4.85943 0.33958  -0.088
C -2.93502 -3.46299 -3.64804  -0.116
C 3.85071 -1.03161 2.50595  -0.009
C 1.22438 -2.00836 -3.38278  -0.036
H -1.30920 -4.22259 -6.35862  0.109
C 2.33130 -1.26730 2.36908  -0.750
H 2.48193 3.41812 -0.58861  0.069
H -0.29064 5.07483 1.39377  0.061
C -1.81229 -4.07399 -0.77609  -0.035
C 2.19061 -0.98207 -1.70034  -0.127
H 2.86250 -0.55175 -0.98424  0.099
H -0.76090 5.54910 -0.23497  0.096
H -1.10765 3.48342 -2.10278  0.088
N -1.96240 0.05618 -1.23299  -0.030
C -1.01138 3.36195 3.35819  -0.093
H 0.89240 5.05649 0.07966  0.072
N -1.69441 -2.92374 -3.50199  -0.015
H 2.37442 1.46088 1.74858  0.074
N 0.29615 -1.70392 -2.46013  0.034
N -1.20724 -2.19881 0.17205  -0.080
H -1.40553 3.14810 4.35097  0.093
H 1.81845 0.09191 3.98189  0.070
H 0.55087 -1.08526 3.61819  0.070
H 0.94528 -2.52369 -4.27970  0.099
H 3.39446 -1.63010 -3.43920  0.103
H 2.65046 -3.06215 1.19236  0.085
H 2.00473 -1.58911 4.48624  0.087
H 4.04732 0.00126 2.78615  0.078
H 2.04041 3.37236 3.22387  0.073
C 2.04148 2.40269 1.28846  -0.515
C -3.70570 0.66030 -2.47307  -0.019
C 2.71654 2.48952 -0.07592  -0.094
C -0.57399 2.04732 2.72591  -0.513
N -1.37981 -2.82209 -0.99927  0.022
C 2.40663 3.55228 2.21556  -0.080
H 2.01925 4.50431 1.86693  0.062
C 2.45245 -1.56201 -2.93657  -0.019
H 3.49232 3.62757 2.25992  0.092
H -1.61300 3.31698 0.19249  0.093
H -3.69367 -3.35332 -2.89524  0.128
H -1.80648 3.82598 2.78103  0.081
H 4.34166 -1.22272 1.55492  0.085
C -2.98116 -4.10423 -4.86322  -0.045
N 0.89553 -1.07220 -1.44559  -0.067
H -1.49251 -2.75315 2.17212  0.112
P 0.22793 2.06864 1.02841  1.031
Pt -0.16159 -0.21423 0.30267  1.184
H -3.36934 -0.98011 -3.92003  0.128
C -2.94590 0.93580 -1.33917  -0.131
H -1.46265 0.13947 2.17947  0.012
H 2.38922 1.65664 -0.69722  0.049
H 4.27490 -1.68709 3.26093  0.093
H 0.18864 1.58757 3.36665  0.095

Forces on atoms 1 to 3 (eV/Å):
0.0 0.1 -0.2
-0.1 -0.3 0.0
0.1 0.0 0.0

Results
net charge: +1
ΔE to the lowest compared entry with this formula, charge and spin: 0.0 kJ/mol
multiplicity: 2
⟨S²⟩: 0.7704